{"formula": "C3H13NO3", "method": "wB97M-V/def2-TZVPD", "species": ["C", "C", "C", "N", "H", "H", "H", "H", "H", "H", "H", "H", "H", "O", "H", "H", "O", "H", "H", "O"], "coordinates": [[-0.925764, 1.800791, -0.123250], [-0.521196, 0.513444, 0.537876], [-0.283564, 0.466790, 1.885032], [-0.624588, -0.584866, -0.371941], [-0.387498, 2.612373, 0.339219], [-0.619414, 1.937784, -1.158866], [-1.994590, 2.023957, 0.103495], [0.379364, -0.263196, 2.417211], [-0.721054, 1.245547, 2.525841], [-0.457756, -0.469180, -1.374846], [-0.260092, -1.544410, -0.046874], [2.826490, -2.372001, -0.626076], [3.560344, -3.387789, -1.384940], [2.808504, -3.300602, -0.806601], [3.646742, 0.297491, 0.080128], [2.214968, -0.220319, 0.444256], [3.045436, -0.459086, -0.065032], [-4.436222, 0.161173, -1.135351], [-3.159260, 0.696159, -0.691034], [-4.090848, 0.845943, -0.548238]], "forces_ev_per_angstrom": [[-0.717, 0.846, 0.966], [-0.196, -0.946, -0.220], [0.670, -0.433, -0.543], [1.483, -1.690, 1.303], [0.161, 0.258, 0.506], [-0.553, -0.648, -0.270], [0.632, -0.094, -0.728], [-1.312, 0.121, -0.718], [0.762, 0.026, -0.538], [0.141, 0.404, 0.778], [-0.864, 2.204, -0.538], [-0.067, 1.162, 0.458], [0.373, -0.376, -0.355], [-0.265, -0.773, -0.097], [-0.458, -0.616, -0.097], [1.377, -0.281, -0.837], [-1.083, 0.984, 0.964], [-0.491, 0.145, 0.179], [0.693, 0.132, 0.248], [-0.285, -0.426, -0.461]], "nbo_charge": [-0.689, 0.194, -0.563, -0.839, 0.232, 0.224, 0.240, 0.208, 0.214, 0.388, 0.396, 0.483, 0.461, -0.950, 0.485, 0.490, -0.971, 0.465, 0.465, -0.930], "energy_ev": -10953.324, "homo_ev": -8.4, "gap_ev": 8.9, "total_charge": 0, "relative_energy_kcal_mol": 33.4}